(1)
A cluster of 7 separate species, C32H44I2NO23 in total in a non-equilibrium geometry. Source: the OMol25 dataset; level of theory: ωB97M-V with the def2-TZVPD basis set.

CARTESIAN COORDINATES (ANGSTROEM)
C1 0.0101 4.0647 1.0316
C2 0.4826 3.3769 0.1531
C3 1.1433 2.4582 -0.7833
C4 1.1646 1.0525 -0.1821
C5 0.0697 0.6226 0.8077
C6 -0.1815 -0.9066 0.7090
I1 0.6826 0.9997 2.8545
C7 2.6753 2.9656 -0.7732
O1 3.1781 3.2370 -1.8795
O2 3.2216 3.0194 0.3514
N1 0.5994 2.5981 -2.1518
I2 -0.1461 4.4415 -2.6266
C8 -0.1970 1.5274 -2.7363
C9 -1.4725 1.1580 -1.9628
C10 0.6008 0.2813 -3.1945
C11 2.0715 0.6089 -3.4573
H1 -0.4579 4.8281 1.5850
H2 2.0780 0.9973 0.3938
H3 1.2179 0.2585 -0.9137
H4 -0.8857 1.0865 0.6272
H5 0.2034 -1.3150 -0.2172
H6 0.2107 -1.4252 1.5688
H7 -1.2588 -1.0358 0.7312
H8 -0.5763 1.9268 -3.6685
H9 -1.8388 1.9992 -1.3864
H10 -2.2270 0.7955 -2.6511
H11 -1.2748 0.3197 -1.3142
H12 0.5233 -0.5105 -2.4712
H13 0.1607 -0.0804 -4.1182
H14 2.1996 1.6133 -3.8300
H15 2.6660 0.4430 -2.5725
H16 2.4345 -0.0629 -4.2343
C12 4.5858 -0.1861 3.2431
C13 6.0375 -0.6010 3.2975
O3 6.1742 -1.0688 4.6495
C14 4.9434 -1.4356 5.0873
O4 4.7479 -2.0258 6.1034
O5 3.9866 -1.0537 4.2236
H17 4.1364 -0.3349 2.2662
H18 4.4366 0.8499 3.5457
H19 6.2650 -1.4227 2.6187
H20 6.7213 0.2196 3.1002
C15 -0.0982 -4.7712 -1.9419
C16 -1.0166 -5.0547 -3.1093
O6 -1.8068 -3.8618 -3.1674
C17 -1.0957 -2.8567 -2.5842
O7 -1.4041 -1.7136 -2.5930
O8 0.0021 -3.3435 -1.9657
H21 0.8831 -5.2263 -2.0462
H22 -0.5338 -5.0755 -0.9930
H23 -0.4758 -5.1719 -4.0511
H24 -1.6463 -5.9263 -2.9502
C18 5.5248 -4.7281 4.4796
C19 4.0428 -5.0286 4.5428
O9 3.4850 -4.0185 3.6976
C20 4.4540 -3.6176 2.8300
O10 4.2712 -2.9164 1.8963
O11 5.6590 -4.1333 3.1869
H25 6.1444 -5.6176 4.5592
H26 5.8372 -4.0066 5.2361
H27 3.7979 -6.0108 4.1303
H28 3.6365 -4.9533 5.5481
C21 -5.9439 -0.6643 -0.4863
C22 -4.7977 -0.2536 -1.3870
O12 -3.6878 -0.2837 -0.4948
C23 -3.9800 -1.1196 0.5220
O13 -3.1868 -1.4727 1.3314
O14 -5.2859 -1.4867 0.4895
H29 -6.7152 -1.2273 -1.0063
H30 -6.4004 0.1880 0.0184
H31 -4.6186 -0.9661 -2.1956
H32 -4.9231 0.7389 -1.8097
C24 -6.2801 3.5888 -3.7733
C25 -4.8551 3.1727 -3.4791
O15 -4.8719 3.0218 -2.0535
C26 -6.1428 2.7834 -1.6711
O16 -6.4724 2.4391 -0.5825
O17 -7.0054 2.9767 -2.7018
H33 -6.6397 3.2296 -4.7340
H34 -6.4190 4.6703 -3.7236
H35 -4.5960 2.2125 -3.9287
H36 -4.1204 3.9122 -3.7851
C27 0.0915 9.1310 0.3491
C28 0.6437 9.8153 -0.8847
O18 0.6744 8.7510 -1.8358
C29 -0.2330 7.8210 -1.4524
O19 -0.5578 6.8873 -2.1069
O20 -0.7076 8.0883 -0.2135
H37 -0.5144 9.7886 0.9673
H38 0.8729 8.6823 0.9643
H39 -0.0154 10.6029 -1.2571
H40 1.6387 10.2260 -0.7356
C30 -0.5317 -6.3959 3.4561
C31 0.3509 -5.4875 2.6264
O21 0.1583 -6.0054 1.3033
C32 -1.0327 -6.6444 1.2720
O22 -1.5665 -7.0223 0.2792
O23 -1.5430 -6.7803 2.5176
H41 -0.9708 -5.8959 4.3146
H42 -0.0087 -7.2928 3.7955
H43 0.0240 -4.4474 2.6473
H44 1.3965 -5.5330 2.9159

Highest occupied orbital energy (eV): -3.9
Total charge: -1
Calculated total energy (Ha): -3626.42572
Multiplicity: 1
Frontier orbital gap (eV): 5.79

=====

(2)
A structure of composition C47H44CrIN8O2Si in a non-equilibrium geometry. Source: the OMol25 dataset; level of theory: ωB97M-V with the def2-TZVPD basis set.

CARTESIAN COORDINATES (ANGSTROEM)
Cr1 0.3860 -0.2548 0.2490
C1 -1.3932 2.9492 6.0947
C2 -0.4990 2.4678 4.9697
C3 0.4219 3.2628 4.3954
C4 1.2343 2.8588 3.3277
C5 0.8557 1.6934 2.6359
N1 1.2413 1.2685 1.3785
C6 2.1387 2.0804 0.6275
C7 3.3749 1.5490 0.2819
C8 4.2987 2.2810 -0.4961
C9 4.0309 3.5945 -0.8599
C10 5.0387 4.4039 -1.5994
C11 2.8146 4.1740 -0.4631
C12 1.9032 3.3989 0.2942
N2 0.8046 4.1666 0.7640
C13 0.8527 5.4005 1.3006
C14 -0.3844 5.6887 1.8756
C15 -1.1215 4.5383 1.5454
N3 -0.4171 3.6515 0.8887
C16 0.0876 0.7750 3.3923
C17 -0.6356 1.1925 4.4619
N4 0.0528 -0.6585 3.1725
C18 -0.0455 -1.5626 4.1498
C19 -0.1907 -2.8481 3.6585
C20 -0.2534 -2.5907 2.3056
N5 -0.0490 -1.3261 2.0084
H1 -1.1022 3.9889 6.3045
H2 -1.2090 2.2679 6.9535
H3 -2.4063 2.8641 5.7741
H4 0.5803 4.2319 4.9039
H5 1.8874 3.5325 2.7661
H6 3.5708 0.5021 0.4306
H7 5.1032 1.7613 -0.9620
H8 5.9054 3.8271 -1.7236
H9 5.2945 5.2656 -0.9478
H10 4.6108 4.7336 -2.5578
H11 2.5100 5.1581 -0.7211
H12 1.7014 6.0943 1.2536
H13 -0.6659 6.5399 2.4208
H14 -2.1604 4.2694 1.7537
H15 -1.3014 0.4478 5.0009
H16 0.2220 -1.2929 5.2069
H17 -0.1420 -3.7206 4.2694
H18 -0.3654 -3.3243 1.4915
C21 -0.8063 2.3955 -2.8389
C22 -0.6728 1.5188 -1.6780
N6 0.4062 0.8290 -1.4173
O1 1.5483 1.2188 -2.2478
C23 -1.6935 1.4422 -0.7188
C24 -3.0094 2.2254 -0.6803
N7 -1.3911 0.7726 0.3849
O2 -2.1242 0.8876 1.4222
H19 0.0736 3.0719 -2.8646
H20 -1.7264 2.9707 -2.6834
H21 -0.6959 1.7899 -3.7934
H22 2.2911 1.3849 -1.6339
H23 -3.6480 1.4918 -0.1815
H24 -3.4711 2.4892 -1.5871
H25 -2.9185 3.0723 -0.0229
I1 3.2668 -1.0244 2.5853
C25 3.2365 -1.7243 0.5832
C26 4.2981 -2.4506 0.1691
C27 4.4424 -2.8494 -1.1445
C28 3.3793 -2.3770 -2.0320
C29 2.3667 -1.6298 -1.5782
N8 2.1224 -1.3778 -0.1937
H26 5.0569 -2.6252 0.9574
H27 5.3802 -3.3429 -1.4490
H28 3.2640 -2.5644 -3.0687
H29 1.5377 -1.2691 -2.2138
C30 -5.4685 -3.2398 0.4527
C31 -5.0437 -3.4940 -0.8675
C32 -3.7584 -3.0377 -1.2290
C33 -2.8954 -2.4253 -0.3665
C34 -3.3205 -2.2307 0.9149
C35 -4.5686 -2.6476 1.3391
Si1 -1.0264 -2.0658 -1.0510
C36 -1.4728 -1.4847 -2.8000
C37 -2.5884 -0.7309 -3.1568
C38 -2.8242 -0.2686 -4.4621
C39 -1.8779 -0.5059 -5.4288
C40 -0.7146 -1.1725 -5.0884
C41 -0.5303 -1.6781 -3.8020
C42 -0.3165 -3.8214 -1.4328
C43 -1.0289 -4.6946 -2.2827
C44 -0.6666 -6.0557 -2.4445
C45 0.3299 -6.5449 -1.6139
C46 1.0150 -5.7527 -0.7472
C47 0.6732 -4.3561 -0.6765
H30 -6.4207 -3.5380 0.8285
H31 -5.5876 -4.0634 -1.5617
H32 -3.3611 -3.2816 -2.2263
H33 -2.7144 -1.7011 1.6844
H34 -4.7945 -2.4497 2.3713
H35 -3.3685 -0.5430 -2.4379
H36 -3.7033 0.4102 -4.5870
H37 -1.9667 -0.1455 -6.4317
H38 0.1084 -1.2436 -5.8140
H39 0.3556 -2.2263 -3.6039
H40 -1.8208 -4.2382 -2.9317
H41 -1.3074 -6.8084 -2.9426
H42 0.6372 -7.6345 -1.6854
H43 1.7293 -6.2329 -0.0812
H44 1.2049 -3.7238 0.1113

Highest occupied orbital energy (spin up / spin down) (eV): -2.3 / -4.6
Total charge: -1
Calculated total energy (Ha): -4037.48315
ΔE to the lowest compared entry with this formula, charge and spin (kcal per mole): 0.0
Multiplicity: 5
<S²>: 6.08
Frontier orbital gap (spin up / spin down) (eV): 4.71 / 7.01

=====

(3)
The ion C3H2NO2S2 with charge -1 in a non-equilibrium geometry. Source: the OMol25 dataset; level of theory: ωB97M-V with the def2-TZVPD basis set.

CARTESIAN COORDINATES (ANGSTROEM)
C1 -0.2433 0.5964 0.5936
C2 -2.2007 -0.9294 -0.4419
C3 0.6869 0.1358 -0.1616
N1 -1.3302 -1.4032 -1.1542
O1 2.9081 -0.3956 1.0046
O2 3.1341 0.4827 -1.2202
S1 -1.9719 0.4147 0.7328
S2 2.4055 0.5912 0.0334
H1 0.0013 1.4160 1.1767
H2 -3.3897 -0.9087 -0.5631

Highest occupied orbital energy (spin up / spin down) (eV): -4.4 / -3.6
Total charge: -1
Calculated total energy (Ha): -1117.00328
ΔE to the lowest compared entry with this formula, charge and spin (kcal per mole): 109.9
Multiplicity: 1
Frontier orbital gap (spin up / spin down) (eV): 7.18 / 5.99

=====

(4)
An isolated molecule of C4H5Br in a non-equilibrium geometry. Source: the OMol25 dataset; level of theory: ωB97M-V with the def2-TZVPD basis set.

CARTESIAN COORDINATES (ANGSTROEM)
C1 0.0109 -0.2492 -0.0723
C2 0.5267 -1.4372 -0.0697
C3 -0.3934 1.0735 -0.4290
C4 -1.3747 0.4783 0.6212
Br1 -3.0181 -0.1220 -0.0477
H1 0.1709 -2.1260 0.7127
H2 1.3890 -1.5594 -0.6512
H3 0.1556 1.9940 -0.3708
H4 -0.7895 1.1440 -1.4719
H5 -1.3458 0.7847 1.7159

Highest occupied orbital energy (spin up / spin down) (eV): -4.3 / -9.8
Total charge: 0
Calculated total energy (Ha): -2729.14500
ΔE to the lowest compared entry with this formula, charge and spin (kcal per mole): 73.0
Multiplicity: 3
<S²>: 2.01
Frontier orbital gap (spin up / spin down) (eV): 5.13 / 6.74

=====

(5)
An isolated molecule of C4H8O2 in a non-equilibrium geometry. Source: the OMol25 dataset; level of theory: ωB97M-V with the def2-TZVPD basis set.

CARTESIAN COORDINATES (ANGSTROEM)
C1 -1.6821 -0.2593 -0.4405
C2 -0.2888 0.3205 -0.3212
O1 -0.2242 1.3300 0.6798
C3 0.6896 -0.7188 0.0899
C4 2.1893 0.1400 0.2397
O2 2.3408 -0.7531 1.0805
H1 -2.3781 0.5087 -0.7852
H2 -1.7081 -1.0827 -1.1630
H3 -2.0315 -0.6309 0.5297
H4 0.0691 0.7121 -1.2806
H5 -0.8192 2.0415 0.4150
H6 0.9147 -1.4775 -0.6577
H7 0.2746 -1.2408 1.0042
H8 2.6871 1.1306 0.5802

Highest occupied orbital energy (eV): -8.0
Structure (SMILES): C[C@@H](O)CC=O
Total charge: 0
Calculated total energy (Ha): -307.52811
ΔE to the lowest compared entry with this formula, charge and spin (kcal per mole): 115.7
Multiplicity: 1
Frontier orbital gap (eV): 8.71

=====

(6)
A cluster of 13 separate species, C12H50N24O13 in total in a non-equilibrium geometry. Source: the OMol25 dataset; level of theory: ωB97M-V with the def2-TZVPD basis set.

CARTESIAN COORDINATES (ANGSTROEM)
C1 4.1826 1.3162 -1.8494
O1 4.5772 2.4137 -1.4997
N1 4.7999 0.4057 -2.4364
N2 3.0445 0.9117 -1.5631
H1 4.5409 -0.5606 -2.2974
H2 5.7795 0.5864 -2.6033
H3 2.8373 -0.0291 -1.8665
H4 2.3396 1.5154 -1.1646
C2 -4.6033 -0.8782 1.3019
O2 -4.1069 0.2203 1.3232
N3 -5.7335 -1.1771 0.7582
N4 -4.0504 -1.8981 1.7853
H5 -6.3212 -0.5182 0.2677
H6 -5.7451 -2.1205 0.3977
H7 -4.4901 -2.8050 1.7204
H8 -3.2543 -1.7179 2.3802
C3 1.6163 -3.6709 2.8463
O3 0.7877 -2.8087 2.9872
N5 2.8040 -3.5902 3.3248
N6 1.4621 -4.7768 2.1782
H9 3.0420 -2.8035 3.9118
H10 3.4588 -4.3126 3.0611
H11 2.0479 -5.5994 2.1640
H12 0.5309 -4.9313 1.8190
C4 -3.6171 -0.5875 -3.9164
O4 -3.0359 -1.4978 -4.5041
N7 -3.5820 0.6291 -4.4050
N8 -4.3236 -0.6883 -2.7953
H13 -3.9880 1.3486 -3.8241
H14 -3.3524 0.8138 -5.3711
H15 -4.3760 -1.5894 -2.3421
H16 -4.6185 0.1891 -2.3913
C5 2.7728 2.9184 2.9574
O5 2.3891 4.0552 2.9896
N9 2.6340 2.0752 1.9491
N10 3.4858 2.3448 3.8798
H17 2.1125 2.3617 1.1330
H18 2.8867 1.1144 2.1307
H19 3.6000 2.6980 4.8191
H20 3.6922 1.3615 3.7765
C6 -1.4682 -0.3233 4.1002
O6 -2.0052 -1.1507 3.3644
N11 -0.1738 -0.5103 4.3979
N12 -2.0927 0.6821 4.6281
H21 0.1347 -1.4072 4.0507
H22 0.2701 0.1691 4.9991
H23 -1.4291 1.1986 5.1875
H24 -3.0952 0.7006 4.7495
C7 4.5616 -0.6301 2.0788
O7 3.9384 -0.2860 3.0541
N13 5.7768 -0.7967 1.7879
N14 3.9767 -0.8081 0.8624
H25 6.0118 -0.7695 0.8060
H26 6.4677 -0.5362 2.4771
H27 2.9721 -0.8280 0.7594
H28 4.5334 -1.2324 0.1343
C8 0.1536 1.5838 -3.7793
O8 0.4464 1.3432 -4.9306
N15 0.2385 2.7961 -3.2441
N16 -0.2011 0.6636 -2.9581
H29 -0.0422 2.9271 -2.2828
H30 0.7345 3.4983 -3.7741
H31 -0.7022 0.7954 -2.0911
H32 -0.1995 -0.3019 -3.2547
C9 -4.2046 3.0055 -2.0110
O9 -3.2852 3.7087 -2.3217
N17 -5.3877 3.0898 -2.5637
N18 -4.1863 1.8991 -1.3259
H33 -5.9833 2.2920 -2.7338
H34 -5.5131 3.8152 -3.2552
H35 -3.3030 1.5210 -1.0147
H36 -4.9613 1.2813 -1.1317
C10 -1.0638 -0.0443 0.0431
O10 -1.4690 0.9303 -0.6250
N19 -0.1108 -0.0177 0.9419
N20 -1.3200 -1.2838 -0.1561
H37 -0.1087 -0.5564 1.7963
H38 0.6857 0.5993 0.8708
H39 -2.0376 -1.3959 -0.8579
H40 -0.9927 -1.9343 0.5438
C11 0.5655 3.5589 -0.1087
O11 1.1832 2.5495 -0.1776
N21 1.1192 4.7450 -0.4324
N22 -0.7674 3.6588 0.0785
H41 0.4949 5.5177 -0.6147
H42 2.0527 4.6584 -0.8083
H43 -1.3160 4.4920 -0.0789
H44 -1.2153 2.7602 0.1886
C12 2.5219 -2.8354 -1.6117
O12 2.4351 -2.2094 -2.6510
N23 3.3135 -3.7943 -1.5009
N24 1.6733 -2.7019 -0.6066
H45 3.5922 -4.2050 -0.6213
H46 3.6820 -4.1361 -2.3770
H47 0.9198 -2.0427 -0.7404
H48 1.7941 -3.1346 0.2979
O13 -3.4546 -3.4345 -2.0753
H49 -3.7544 -4.3360 -1.9582
H50 -2.6313 -3.5160 -2.5567

Highest occupied orbital energy (spin up / spin down) (eV): -10.6 / -10.6
Total charge: +1
Calculated total energy (Ha): -2779.49815
Multiplicity: 2
<S²>: 0.76
Frontier orbital gap (spin up / spin down) (eV): 8.26 / 3.17

=====

(7)
The ion C5H11N2 with charge +1 in a non-equilibrium geometry. Source: the OMol25 dataset; level of theory: ωB97M-V with the def2-TZVPD basis set.

CARTESIAN COORDINATES (ANGSTROEM)
C1 -1.6336 1.3807 0.3655
C2 1.6290 1.3497 0.4316
C3 -0.9450 0.7302 -0.5317
C4 1.4634 0.1330 -0.0643
C5 -0.0408 -1.6230 -1.0498
N1 -0.0804 -0.9495 1.2615
N2 0.1275 -0.4844 -0.0424
H1 -2.3473 2.1171 -0.0173
H2 -1.4310 1.2059 1.3534
H3 2.5551 1.8550 0.1548
H4 0.7484 1.7115 0.9093
H5 -0.8244 0.7653 -1.6790
H6 2.1199 -0.6430 -0.3974
H7 -0.9301 -1.4376 -1.5746
H8 0.6516 -1.6678 -1.8129
H9 -0.0052 -2.6309 -0.5199
H10 -0.2182 -0.2350 1.9040
H11 -0.8389 -1.5771 1.3093

Highest occupied orbital energy (eV): -14.6
Structure (SMILES): C=C[N+](C)(N)C=C
Total charge: +1
Calculated total energy (Ha): -306.22223
ΔE to the lowest compared entry with this formula, charge and spin (kcal per mole): 101.2
Multiplicity: 1
Frontier orbital gap (eV): 11.52

=====

(8)
An isolated molecule of C3H5NOS2 in a non-equilibrium geometry. Source: the OMol25 dataset; level of theory: ωB97M-V with the def2-TZVPD basis set.

CARTESIAN COORDINATES (ANGSTROEM)
C1 -1.2933 0.6557 -1.2193
C2 -0.5181 0.0945 -0.0471
C3 0.9902 -1.3744 1.4732
H1 0.6101 1.9635 -1.5441
H2 -1.0364 -0.1318 -1.8667
H3 -2.3508 0.8878 -0.9463
H4 0.7030 -1.6841 2.6253
H5 1.8472 -2.0610 1.1963
N1 0.2332 0.9315 0.5924
O1 -0.5433 1.8532 -1.8781
S1 1.5488 0.4096 1.4987
S2 -0.1907 -1.5444 0.1155

Highest occupied orbital energy (eV): -8.3
Structure (SMILES): OCC1=NSCS1
Total charge: 0
Calculated total energy (Ha): -1043.56625
ΔE to the lowest compared entry with this formula, charge and spin (kcal per mole): 77.2
Multiplicity: 1
Frontier orbital gap (eV): 8.78